1.
Molecular formula: C12H18As3F19O9Pt
Method: DFT, ωB97M-V/def2-TZVPD

```
! RIJCOSX wB97M-V def2-TZVPD def2/J DEFGRID3
* xyz -2 3
Pt -0.522 0.356 0.848
As -0.442 -2.273 3.553
F -1.024 -0.989 2.456
F -2.113 -2.506 4.163
F -0.069 -3.605 4.672
F 1.224 -2.018 3.104
F -0.312 -0.975 4.841
F -0.798 -3.510 2.341
As 2.138 2.335 3.223
F 0.787 3.412 3.050
F 2.814 2.856 1.620
F 3.450 1.122 3.375
F 1.533 1.741 4.843
F 1.128 1.073 2.380
F 3.036 3.622 4.113
As -4.226 0.117 1.377
F -3.662 1.518 2.337
F -4.444 1.131 -0.100
F -4.852 -1.222 0.350
F -4.007 -1.052 2.748
F -5.904 0.378 1.939
F -2.537 -0.165 0.974
F -1.003 2.410 1.377
C -0.456 5.429 -1.879
C 0.128 4.184 -2.634
C 1.744 4.128 -2.313
O 1.935 2.897 -1.751
C 0.818 2.282 -1.581
O 0.600 1.156 -1.071
O -0.163 3.084 -1.853
H 0.019 5.614 -0.916
H -1.527 5.396 -1.678
H -0.299 6.181 -2.653
H -0.182 4.113 -3.676
H 2.160 4.819 -1.580
H 2.400 4.321 -3.162
C 4.919 -2.201 -1.153
C 4.748 -1.669 0.277
C 4.742 -0.141 0.387
O 3.435 0.189 0.127
C 2.580 -0.873 0.455
O 1.341 -0.884 0.438
O 3.427 -1.989 0.611
H 5.726 -1.695 -1.683
H 4.038 -2.007 -1.765
H 5.235 -3.244 -1.186
H 5.463 -2.164 0.934
H 5.354 0.394 -0.339
H 4.895 0.310 1.368
C -4.271 -4.467 -2.091
C -3.128 -3.661 -2.539
C -3.500 -2.398 -3.216
O -2.861 -1.391 -2.441
C -2.040 -1.931 -1.507
O -1.178 -1.301 -0.932
O -2.381 -3.243 -1.435
H -3.922 -5.496 -2.010
H -4.998 -4.398 -2.900
H -4.926 -4.166 -1.272
H -2.580 -4.306 -3.226
H -4.523 -2.277 -3.573
H -2.970 -2.350 -4.167
*
```

Output
HOMO level (alpha / beta) = -0.1332 / -0.1243 hartree
HOMO-LUMO gap (alpha / beta) = 7.4 / 7.1 eV
relative energy (zero: lowest compared OMol25 entry of this formula, charge and spin) = 0.0 kJ/mol

=====

2.
Molecular formula: C12H18B3F12LiO9
Method: DFT, ωB97M-V/def2-TZVPD

```
! RIJCOSX wB97M-V def2-TZVPD def2/J DEFGRID3
* xyz -2 1
Li -2.560 -17.393 18.330
B -1.631 -18.853 20.183
F -1.445 -17.933 21.203
F -2.998 -18.978 19.922
F -1.044 -18.391 18.939
F -0.942 -20.048 20.505
B -0.001 -14.488 19.414
F -0.631 -15.728 19.245
F 0.774 -14.255 18.227
F -0.918 -13.429 19.579
F 0.886 -14.493 20.513
B -4.927 -15.880 19.695
F -4.008 -14.828 19.724
F -4.337 -17.011 19.034
F -5.300 -16.275 21.002
F -6.090 -15.465 18.994
C 0.179 -16.106 13.989
C 0.811 -16.276 15.355
C 0.295 -17.480 16.152
O 1.462 -18.294 16.396
C 2.532 -17.741 15.812
O 3.637 -18.199 15.816
O 2.211 -16.600 15.166
H -0.891 -16.348 14.051
H 0.553 -16.777 13.215
H 0.211 -15.070 13.650
H 0.682 -15.367 15.937
H -0.479 -18.075 15.674
H -0.071 -17.153 17.121
C -1.318 -11.791 15.121
C -1.420 -12.624 16.377
C -2.768 -12.468 17.120
O -3.286 -13.787 17.178
C -2.414 -14.647 16.672
O -2.529 -15.836 16.701
O -1.427 -13.997 16.001
H -0.596 -12.196 14.408
H -1.140 -10.725 15.260
H -2.257 -11.852 14.544
H -0.626 -12.369 17.074
H -3.433 -11.802 16.557
H -2.715 -12.105 18.143
C -1.155 -21.034 13.391
C -2.427 -20.810 14.184
C -2.635 -21.859 15.302
O -3.031 -21.079 16.424
C -2.736 -19.780 16.213
O -2.864 -18.908 16.987
O -2.283 -19.603 14.930
H -1.118 -22.034 12.948
H -0.304 -20.994 14.076
H -1.008 -20.269 12.631
H -3.303 -20.755 13.533
H -1.683 -22.340 15.531
H -3.428 -22.562 15.073
*
```

Output
HOMO level = -0.2054 hartree
HOMO-LUMO gap = 9.3 eV
relative energy (zero: lowest compared OMol25 entry of this formula, charge and spin) = 0.0 kJ/mol

=====

3.
Molecular formula: C12H18B6F24Li4O9
Method: DFT, ωB97M-V/def2-TZVPD

```
! RIJCOSX wB97M-V def2-TZVPD def2/J DEFGRID3
* xyz -2 1
Li 12.597 -3.264 -12.502
Li 11.187 -8.260 -5.838
Li 10.288 -9.846 -11.975
Li 7.473 -3.536 -12.451
B 11.790 -4.656 -15.858
F 11.599 -3.849 -16.901
F 10.816 -4.425 -14.914
F 11.855 -5.944 -16.177
F 13.035 -4.289 -15.390
B 10.431 0.449 -12.412
F 11.745 -0.007 -12.022
F 10.239 1.648 -11.681
F 10.468 0.833 -13.739
F 9.490 -0.496 -12.260
B 10.083 -6.267 -2.595
F 9.504 -5.768 -3.813
F 10.544 -5.341 -1.676
F 9.085 -6.893 -2.008
F 10.994 -7.168 -2.960
B 8.542 -10.010 -7.453
F 8.969 -10.187 -6.102
F 8.006 -8.734 -7.630
F 9.630 -10.203 -8.297
F 7.509 -10.907 -7.611
B 11.978 -5.807 -10.002
F 11.675 -6.124 -8.716
F 11.059 -4.969 -10.514
F 13.251 -5.253 -10.221
F 11.928 -6.903 -10.904
B 4.595 -3.315 -8.805
F 5.863 -3.327 -9.126
F 3.853 -3.515 -9.946
F 4.324 -4.358 -8.040
F 4.381 -2.085 -8.167
C 13.876 -1.870 -4.611
C 13.974 -1.317 -6.079
C 14.104 0.131 -6.292
O 15.192 0.249 -7.198
C 15.679 -1.000 -7.413
O 16.777 -1.199 -7.819
O 14.937 -1.951 -6.787
H 13.316 -1.194 -3.965
H 14.793 -2.110 -4.072
H 13.341 -2.820 -4.604
H 13.056 -1.669 -6.550
H 14.308 0.742 -5.413
H 13.326 0.451 -6.985
C 17.117 -7.786 -14.263
C 17.322 -7.346 -15.749
C 18.270 -6.119 -16.040
O 19.102 -6.641 -16.992
C 19.000 -7.989 -17.083
O 19.524 -8.661 -17.908
O 18.042 -8.411 -16.310
H 16.708 -8.772 -14.041
H 16.379 -7.099 -13.850
H 17.980 -7.678 -13.606
H 16.406 -7.202 -16.323
H 18.845 -5.767 -15.183
H 17.661 -5.305 -16.432
C 18.609 -12.965 -8.940
C 17.236 -13.048 -8.266
C 17.259 -13.162 -6.759
O 16.173 -12.381 -6.488
C 15.938 -11.582 -7.448
O 15.198 -10.646 -7.359
O 16.678 -11.751 -8.455
H 18.523 -12.607 -9.966
H 19.018 -13.967 -9.069
H 19.353 -12.424 -8.356
H 16.574 -13.849 -8.596
H 18.067 -12.624 -6.262
H 17.036 -14.162 -6.389
*
```

Output
HOMO level = -0.2388 hartree
HOMO-LUMO gap = 6.4 eV
relative energy (zero: lowest compared OMol25 entry of this formula, charge and spin) = 1034.9 kJ/mol

=====

4.
Molecular formula: C12H18BF2MnO4S
Method: DFT, ωB97M-V/def2-TZVPD

```
! RIJCOSX wB97M-V def2-TZVPD def2/J DEFGRID3
* xyz 0 1
Mn 0.236 -0.405 -0.519
C 0.337 -1.582 2.534
C 0.082 -0.448 1.569
C 1.130 0.438 1.227
C 2.517 0.246 1.788
C 0.895 1.464 0.279
C 2.011 2.410 -0.108
C -0.371 1.592 -0.337
C -0.576 2.574 -1.462
C -1.465 0.802 0.130
C -2.828 1.019 -0.475
C -1.236 -0.238 1.038
C -2.321 -1.231 1.364
H 0.993 -1.266 3.343
H 0.798 -2.439 2.037
H -0.586 -1.928 2.990
H 2.691 0.904 2.644
H 3.280 0.462 1.045
H 2.676 -0.777 2.119
H 1.619 3.409 -0.293
H 2.538 2.092 -1.010
H 2.745 2.496 0.689
H -0.965 3.530 -1.101
H -1.278 2.181 -2.195
H 0.356 2.770 -1.987
H -2.960 2.060 -0.761
H -3.615 0.774 0.233
H -2.968 0.406 -1.368
H -2.739 -1.048 2.358
H -1.928 -2.246 1.342
H -3.132 -1.192 0.644
O -1.595 -3.246 -2.621
S -0.653 -2.328 -2.104
O 0.733 -2.639 -2.916
O -0.878 -0.888 -2.318
O -0.240 -2.479 -0.694
F 1.973 -0.662 -2.677
B 1.864 -1.981 -2.509
F 2.860 -2.605 -1.915
*
```

Output
HOMO level (alpha / beta) = -0.2864 / -0.2863 hartree
HOMO-LUMO gap (alpha / beta) = 8.1 / 8.1 eV
relative energy (zero: lowest compared OMol25 entry of this formula, charge and spin) = 21.7 kJ/mol

=====

5.
Molecular formula: C12H18BrN3O
Method: DFT, ωB97M-V/def2-TZVPD

```
! RIJCOSX wB97M-V def2-TZVPD def2/J DEFGRID3
* xyz 0 1
C -3.261 -2.923 -0.147
N -3.678 -1.551 -0.083
N -4.964 -1.264 -0.002
C -5.066 0.049 0.076
C -3.792 0.621 0.062
Br -3.423 2.470 0.111
C -2.897 -0.445 -0.036
C -1.420 -0.497 -0.186
O -0.874 -1.401 -0.794
N -0.767 0.517 0.412
C 0.675 0.723 0.301
C 1.425 -0.499 0.848
C 2.767 -0.169 1.503
C 3.622 0.867 0.767
C 3.565 0.780 -0.759
C 2.426 1.605 -1.357
C 1.035 1.011 -1.161
H -2.390 -3.007 -0.794
H -4.093 -3.505 -0.537
H -3.002 -3.290 0.849
H -6.018 0.534 0.139
H -1.300 1.248 0.853
H 0.899 1.598 0.918
H 0.794 -0.989 1.594
H 1.564 -1.212 0.037
H 3.328 -1.102 1.587
H 2.594 0.194 2.519
H 4.655 0.739 1.097
H 3.320 1.873 1.066
H 3.482 -0.260 -1.075
H 4.503 1.169 -1.162
H 2.455 2.608 -0.924
H 2.593 1.710 -2.432
H 0.300 1.714 -1.564
H 0.945 0.081 -1.724
*
```

Output
SMILES = Cn1ncc(Br)c1C(=O)NC1CCCCCC1
HOMO level = -0.3386 hartree
HOMO-LUMO gap = 9.8 eV

=====

6.
Molecular formula: C12H18Cl5N3OPPdSbSe4
Method: DFT, ωB97M-V/def2-TZVPD

```
! RIJCOSX wB97M-V def2-TZVPD def2/J DEFGRID3
* xyz -2 3
Pd 2.696 -0.889 -0.806
Cl 2.730 0.583 2.209
C 2.027 -0.995 2.136
C 2.059 -1.704 0.924
C 1.605 -3.033 0.977
Cl 1.732 -3.995 -0.458
C 1.063 -3.593 2.127
Cl 0.473 -5.219 2.127
C 0.978 -2.829 3.285
Cl 0.261 -3.495 4.713
C 1.475 -1.531 3.293
Cl 1.373 -0.589 4.744
Se 5.520 -1.253 -4.182
Sb 4.014 -0.080 -2.687
Se 1.608 -1.205 -2.995
Se 4.947 -0.783 -0.100
Se 3.979 2.301 -3.211
C -2.535 2.589 0.575
N -1.155 2.166 0.577
C -0.421 2.520 1.773
P -0.626 0.927 -0.431
O 0.823 0.745 -0.221
N -1.676 -0.348 -0.047
C -1.715 -0.662 1.376
C -1.550 -1.561 -0.852
N -1.027 1.307 -1.980
C -2.315 1.129 -2.604
C -0.010 1.917 -2.827
H -3.112 2.141 1.398
H -3.004 2.314 -0.368
H -2.587 3.678 0.687
H -0.860 2.085 2.683
H -0.411 3.609 1.890
H 0.603 2.171 1.681
H -1.801 0.252 1.962
H -0.824 -1.208 1.713
H -2.589 -1.290 1.572
H -1.592 -1.320 -1.911
H -2.376 -2.236 -0.603
H -0.610 -2.087 -0.663
H -3.010 0.660 -1.908
H -2.219 0.489 -3.489
H -2.727 2.093 -2.932
H 0.955 1.905 -2.331
H -0.261 2.962 -3.057
H 0.094 1.362 -3.761
*
```

Output
HOMO level (alpha / beta) = -0.0478 / -0.0494 hartree
HOMO-LUMO gap (alpha / beta) = 5.2 / 5.2 eV
relative energy (zero: lowest compared OMol25 entry of this formula, charge and spin) = 68.8 kJ/mol

=====

7.
Molecular formula: C12H18ClN
Method: DFT, ωB97M-V/def2-TZVPD

```
! RIJCOSX wB97M-V def2-TZVPD def2/J DEFGRID3
* xyz 0 1
C 1.164 -1.626 2.333
C 0.162 -0.583 1.849
C 0.585 0.149 0.636
Cl 1.818 1.423 0.919
C 1.004 -0.729 -0.495
C 2.101 -0.427 -1.319
C 2.367 -1.187 -2.404
C 1.400 -2.168 -2.803
C 0.418 -2.465 -1.855
N 0.281 -1.787 -0.727
C -0.775 1.078 -0.007
C -1.990 0.181 -0.252
C -1.128 1.955 1.226
C -0.436 1.964 -1.271
H 1.468 -2.345 1.567
H 1.940 -1.203 2.932
H 0.654 -2.160 3.131
H -0.021 0.120 2.628
H -0.812 -1.098 1.514
H 2.543 0.511 -1.106
H 3.233 -0.939 -2.966
H 1.491 -2.589 -3.775
H -0.310 -3.171 -1.955
H -2.623 0.788 -0.760
H -1.691 -0.862 -0.585
H -2.524 -0.172 0.758
H -1.860 1.506 1.934
H -1.618 2.877 0.986
H -0.249 2.231 1.898
H 0.542 2.368 -1.100
H -1.277 2.646 -1.060
H -0.482 1.333 -2.128
*
```

Output
SMILES = CC[C@@](Cl)(c1ccccn1)C(C)(C)C
HOMO level = -0.3359 hartree
HOMO-LUMO gap = 9.9 eV
relative energy (zero: lowest compared OMol25 entry of this formula, charge and spin) = 118.1 kJ/mol

=====

8.
Molecular formula: C12H18ClN3O4S
Method: DFT, ωB97M-V/def2-TZVPD

```
! RIJCOSX wB97M-V def2-TZVPD def2/J DEFGRID3
* xyz 0 1
C 2.294 2.923 -0.021
C 1.659 1.586 -0.411
C 1.272 1.616 -1.891
C 0.400 1.381 0.452
N -0.257 0.143 0.135
C -1.575 -0.108 0.134
C -2.540 0.792 0.624
C -3.878 0.489 0.599
C -4.308 -0.735 0.091
N -5.695 -1.052 0.062
O -6.024 -2.136 -0.382
O -6.476 -0.218 0.484
C -3.379 -1.660 -0.392
C -2.046 -1.347 -0.367
Cl -0.886 -2.497 -0.982
C 2.700 0.479 -0.146
N 2.261 -0.845 -0.550
S 2.972 -2.132 0.280
C 1.753 -2.429 1.574
O 2.987 -3.238 -0.625
O 4.196 -1.705 0.889
H 3.169 3.122 -0.633
H 1.587 3.737 -0.166
H 2.601 2.916 1.022
H 0.623 2.465 -2.090
H 0.745 0.711 -2.179
H 2.160 1.714 -2.512
H -0.283 2.216 0.271
H 0.683 1.401 1.514
H 0.365 -0.584 -0.206
H -2.221 1.735 1.036
H -4.614 1.183 0.974
H -3.730 -2.603 -0.780
H 3.640 0.747 -0.640
H 2.908 0.415 0.924
H 2.340 -1.013 -1.542
H 1.603 -1.508 2.120
H 2.153 -3.195 2.225
H 0.841 -2.766 1.101
*
```

Output
SMILES = CC(C)(CNc1ccc([N+](=O)[O-])cc1Cl)CNS(C)(=O)=O
HOMO level = -0.3138 hartree
HOMO-LUMO gap = 8.3 eV
relative energy (zero: lowest compared OMol25 entry of this formula, charge and spin) = 0.0 kJ/mol